# 1
Here is a structure of composition C27H69N3O18 in a non-equilibrium geometry from the OMol25 dataset. Energies are from the ωB97M-V functional and the def2-TZVPD basis.

```
117
Properties=species:S:1:pos:R:3:mulliken_charge:R:1
C 7.69930 -15.18494 -13.76198 -0.966
N 6.37134 -14.60684 -13.67275 0.987
O 5.48912 -15.21855 -14.27078 -0.460
O 6.18141 -13.50513 -13.16891 -0.545
H 8.48867 -14.47059 -13.52811 0.307
H 7.86247 -15.46011 -14.80397 0.352
H 7.70866 -16.16739 -13.28996 0.308
C 0.90787 -8.58854 -13.33231 -2.583
N -0.42367 -8.02446 -13.24586 1.176
O -0.63086 -6.96357 -13.78135 -0.672
O -1.30581 -8.61405 -12.69968 -0.656
H 0.70155 -9.31284 -14.12029 0.625
H 0.99821 -9.18519 -12.42459 1.569
H 1.73827 -7.89611 -13.47043 0.345
C 2.23025 -16.36125 -14.14292 -0.806
N 2.19057 -16.00456 -15.59324 0.977
O 3.12870 -16.34442 -16.25681 -0.580
O 1.15464 -15.46382 -15.99547 -0.523
H 1.21972 -16.40145 -13.73633 0.204
H 2.79460 -15.63052 -13.56357 0.536
H 2.58969 -17.38078 -14.00347 0.403
C 1.48502 -16.77564 -10.97875 -1.084
O 1.63377 -15.58312 -11.67723 -0.083
C 0.61387 -14.62671 -11.44901 -1.837
C 0.28059 -13.92046 -12.82323 1.273
O -0.57023 -14.65976 -13.71223 -0.816
C -0.76647 -13.76508 -14.94424 -0.588
H 0.61957 -17.30271 -11.38036 0.379
H 1.29821 -16.55688 -9.92739 0.372
H 2.33864 -17.42804 -11.16263 0.257
H 0.91632 -14.02365 -10.59289 0.404
H -0.32990 -15.11707 -11.21038 0.692
H 1.17970 -13.79568 -13.42667 0.843
H -0.23978 -12.99551 -12.57466 0.276
H -1.42946 -12.95134 -14.65033 0.029
H -1.31564 -14.27051 -15.73862 0.553
H 0.03938 -13.17763 -15.38426 -0.032
C 3.81871 -13.96024 -13.94939 -2.951
O 2.63166 -13.14679 -13.89143 0.976
C 2.87408 -11.74498 -14.14113 -0.854
C 1.73221 -10.82332 -13.91776 0.057
O 0.71245 -10.92131 -14.94326 -0.644
C 1.01141 -10.06339 -16.10091 0.969
H 4.48643 -13.67328 -13.13705 0.353
H 4.25398 -13.98110 -14.94849 0.250
H 3.51236 -14.99734 -13.81279 1.081
H 3.26318 -11.59081 -15.14757 0.958
H 3.67569 -11.51346 -13.43975 -0.663
H 1.94960 -9.80718 -13.58866 -0.228
H 1.19053 -11.13467 -13.02460 -0.541
H 0.19324 -9.77772 -16.76204 0.207
H 1.73800 -10.52633 -16.76863 -0.697
H 1.39235 -9.11650 -15.71829 -0.237
C -4.50864 -15.49526 -12.44197 -0.759
O -4.23314 -14.12441 -12.15966 -0.433
C -2.83226 -13.75158 -11.98048 0.460
C -2.71605 -12.26374 -12.35999 -1.023
O -1.37357 -11.86271 -12.31572 -0.113
C -1.08751 -10.50016 -12.50341 -0.574
H -5.56978 -15.74272 -12.41308 0.295
H -4.05399 -16.22284 -11.76966 0.302
H -4.09542 -15.72586 -13.42390 0.272
H -2.08924 -14.25966 -12.59518 -0.045
H -2.61043 -13.97702 -10.93737 0.355
H -3.34165 -11.68604 -11.67955 0.397
H -3.17592 -11.99139 -13.30996 0.369
H -0.01063 -10.53013 -12.66928 0.838
H -1.22004 -9.88654 -11.61233 0.276
H -1.50820 -10.01775 -13.38568 0.292
C 3.08273 -14.22649 -17.53853 -0.730
O 2.44953 -13.02764 -18.02979 -0.280
C 3.09968 -12.18749 -18.96605 -0.822
C 3.25632 -10.77950 -18.34687 -0.388
O 4.14063 -10.82878 -17.18636 -0.352
C 4.53289 -9.49282 -16.63974 -0.386
H 3.74275 -14.02177 -16.69558 0.325
H 3.61284 -14.79214 -18.30477 0.491
H 2.34351 -14.90864 -17.11861 0.342
H 2.59556 -11.99671 -19.91345 0.367
H 4.06881 -12.55967 -19.29827 0.383
H 2.30959 -10.31411 -18.07262 0.564
H 3.60298 -10.16642 -19.17877 0.579
H 4.92113 -8.82089 -17.40515 0.388
H 5.30802 -9.47146 -15.87370 0.282
H 3.65377 -9.04128 -16.18001 -0.146
C 3.55716 -9.85159 -8.05425 -0.932
O 3.10572 -9.95907 -9.38257 -0.264
C 4.19641 -10.29073 -10.20958 -0.969
C 3.71692 -10.21242 -11.69044 -0.492
O 2.55998 -11.05993 -11.99013 0.146
C 2.68589 -12.38466 -11.64842 -0.703
H 4.23693 -9.00139 -7.99802 0.374
H 4.07472 -10.66750 -7.54974 0.324
H 2.74600 -9.50572 -7.41356 0.270
H 4.59372 -11.27445 -9.95953 0.361
H 5.04028 -9.61003 -10.09714 0.660
H 4.51405 -10.50686 -12.37307 0.336
H 3.39411 -9.24734 -12.08099 0.235
H 2.15016 -13.04083 -12.33436 -0.521
H 2.36928 -12.53153 -10.61580 0.599
H 3.67447 -12.84042 -11.70399 0.288
C 2.23004 -3.17938 -16.09039 -0.792
O 1.83507 -4.54847 -15.99682 -0.235
C 0.40784 -4.62439 -15.77498 -0.814
C -0.16182 -6.03717 -15.39858 -0.138
O 0.17865 -7.12941 -16.36284 -0.429
C 1.54325 -7.50283 -16.47211 -0.350
H 3.27834 -3.06929 -16.36797 0.232
H 2.03298 -2.67471 -15.14458 0.308
H 1.61789 -2.70198 -16.85555 0.323
H -0.09835 -4.30647 -16.68646 0.439
H 0.01415 -3.93674 -15.02649 0.426
H -1.24871 -5.98367 -15.33599 0.288
H 0.19093 -6.28587 -14.39768 0.209
H 2.19275 -7.01046 -15.74836 0.251
H 1.85451 -7.09977 -17.43583 0.604
H 1.66859 -8.58403 -16.41372 -0.235
```

As for the LUMO energy: -0.59 eV. The strongest force on any atom is 9.11 eV/Å. The calculation puts the HOMO energy at -7.676 eV. The calculation puts the energy above the lowest of the compared OMol25 structures with the same formula, charge and spin at 0.0 kJ/mol. The electronic energy is -70405.1913 eV. Its charge is 0.

***

# 2
Here is a cluster of 6 separate species, C27H70N6O10 in total in a non-equilibrium geometry from the OMol25 dataset. Energies are from the ωB97M-V functional and the def2-TZVPD basis.

```
113
Properties=species:S:1:pos:R:3:mulliken_charge:R:1
C 0.69588 6.69252 1.79241 -0.237
O 2.00455 7.07570 2.03743 -0.444
C 2.58414 6.40532 3.16297 -0.356
C 3.69678 5.55870 2.63171 -0.834
N 3.20434 4.23541 2.15969 0.144
C 4.30817 3.57677 1.48288 -1.239
C 3.90946 2.09269 1.24066 -0.347
O 3.07510 2.05943 0.07327 -0.071
C 3.80563 2.10147 -1.20140 -0.864
H -0.04636 6.75578 2.58813 0.256
H 0.78981 5.65460 1.47306 -0.060
H 0.37305 7.22722 0.89911 0.347
H 1.84477 5.76496 3.64397 0.201
H 2.94223 7.20559 3.81062 0.344
H 4.49168 5.36731 3.35254 0.425
H 4.15575 6.00544 1.74974 0.422
H 2.39198 4.35440 1.57147 -0.121
H 5.18984 3.55142 2.12327 0.488
H 4.63853 4.10763 0.59004 0.483
H 3.39907 1.65880 2.10050 0.151
H 4.70890 1.35274 1.20218 0.574
H 4.48541 1.25047 -1.24367 0.433
H 4.32211 3.03038 -1.44321 0.253
H 3.17007 2.09691 -2.08691 0.073
C -1.60159 -3.69182 -2.44621 -0.596
O -0.88498 -3.78332 -1.21891 -0.300
C 0.53259 -3.75393 -1.52631 -0.590
C 1.35201 -3.76763 -0.21012 -0.509
N 1.23151 -5.05410 0.45939 -0.277
C 2.13051 -5.24882 1.59441 -0.075
C 1.76412 -6.60095 2.30340 -0.877
O 0.37364 -6.79307 2.67657 -0.387
C -0.01403 -5.83937 3.65878 -0.467
H -1.39082 -2.77943 -3.00408 -0.039
H -2.63627 -3.77276 -2.11305 0.319
H -1.29200 -4.52596 -3.07587 0.338
H 0.69956 -2.77777 -1.98166 0.178
H 0.91838 -4.61321 -2.07487 0.426
H 0.93290 -3.05541 0.50065 0.109
H 2.39413 -3.50113 -0.38641 0.573
H 0.26565 -5.16722 0.73217 0.352
H 1.96358 -4.46331 2.33145 -0.017
H 3.19873 -5.17516 1.39049 0.415
H 2.32209 -6.84339 3.20783 0.421
H 1.98745 -7.48906 1.71223 0.327
H 0.60228 -5.86081 4.55755 0.321
H -1.04596 -5.95493 3.99024 0.276
H 0.13142 -4.85804 3.20719 0.001
C 3.27067 -1.59364 2.06225 -0.481
O 2.26407 -2.13312 2.92507 -0.153
C 1.96126 -1.30932 4.07505 -1.149
C 1.07163 -0.13476 3.56783 1.107
N 0.80502 0.79825 4.74275 -0.505
C -0.10178 1.82902 4.32220 -0.789
C 0.45426 2.83198 3.21694 1.034
O -0.51834 3.80109 2.73591 -0.456
C -1.19935 3.42616 1.54553 -0.695
H 2.88874 -0.70296 1.56332 -0.093
H 3.60790 -2.40073 1.41187 0.278
H 4.15841 -1.29696 2.62082 0.388
H 2.83501 -1.01467 4.65629 0.296
H 1.32108 -1.95357 4.67772 0.394
H 0.10128 -0.54546 3.28884 0.159
H 1.46021 0.36765 2.68201 -0.653
H 0.44873 0.32652 5.56167 0.312
H -0.24135 2.57504 5.10454 0.370
H -1.08259 1.44928 4.03601 0.374
H 1.09597 2.46100 2.41775 -0.772
H 1.14954 3.49750 3.72858 0.101
H -0.44836 3.31313 0.76364 0.223
H -1.87881 4.21566 1.22442 0.380
H -1.86267 2.56132 1.55778 0.227
C -6.83121 -0.71372 -8.17627 -0.736
O -5.80435 -0.33865 -7.22244 -0.293
C -5.74064 1.08956 -7.03384 -0.617
C -4.53638 1.42161 -6.13420 -0.600
N -4.64472 1.01936 -4.71558 -0.397
C -3.39216 1.29946 -3.99638 -0.759
C -2.15326 0.41734 -4.32773 -0.379
O -1.00586 0.86034 -3.58700 -0.512
C 0.20450 0.19638 -4.04600 -0.378
H -7.79728 -0.26640 -7.94240 0.293
H -6.92944 -1.79921 -8.18891 0.236
H -6.56141 -0.35270 -9.16873 0.301
H -6.68301 1.45304 -6.62406 0.366
H -5.50596 1.47130 -8.02747 0.370
H -4.35023 2.49403 -6.07617 0.444
H -3.65910 0.93161 -6.55655 0.269
H -5.29082 1.67271 -4.29630 0.270
H -3.48329 1.18270 -2.91649 0.372
H -3.16953 2.35336 -4.16318 0.405
H -1.95630 0.40341 -5.39970 0.368
H -2.50748 -0.59828 -4.15121 0.198
H 1.00883 0.73146 -3.54116 -0.001
H 0.36973 0.25170 -5.12197 0.394
H 0.20115 -0.82352 -3.66143 0.083
N -2.45327 -2.41487 1.72887 -0.225
C -2.39865 -3.63822 2.18017 0.511
N -1.87615 -4.47408 1.35212 -0.228
O -2.75340 -3.83919 3.32061 -0.737
H -2.89108 -1.68705 2.27540 0.187
H -1.92483 -2.29692 0.87627 0.111
H -1.77205 -5.42932 1.66320 0.230
H -1.69030 -4.17555 0.40531 0.343
C -0.35900 -0.30475 0.53678 0.310
C 0.22040 0.84109 -0.32455 0.444
O -0.85689 1.48649 -0.98254 -0.424
H -0.86274 0.14388 1.39298 0.038
H 0.38668 -0.99473 0.93175 -0.243
H -0.95917 -0.99707 -0.05363 0.085
H 0.89469 0.47453 -1.09853 0.145
H 0.79432 1.53008 0.29513 -0.698
H -0.91666 1.23931 -1.90826 0.611
```

As for the LUMO energy: 0.36 eV. As for the SMILES: COCCNCCOC.COCCNCCOC.COCCNCCOC.COCCNCCOC.NC(N)=O.CCO. The strongest force on any atom is 4.10 eV/Å. The calculation puts the HOMO energy at -8.552 eV. The electronic energy is -58542.3390 eV. Its charge is 0.